ORCA calculation (the ωB97M-V functional and the def2-TZVPD basis) on a cluster of 13 separate species, C36H106N8O13 in total at a distorted geometry.

Geometry as XYZ:
```
163
C36H106N8O13 | OMol25 | the ωB97M-V functional and the def2-TZVPD basis
C -4.16379 -2.73717 2.17992
C -2.94668 -2.74247 3.11609
O -2.12932 -1.59401 2.92084
H -4.69870 -1.79649 2.23689
H -4.83848 -3.54975 2.47405
H -3.79983 -3.06369 1.20364
H -2.37856 -3.66983 2.98665
H -3.33647 -2.74920 4.13997
H -1.56715 -1.84936 2.14757
C 2.14865 -4.05711 -2.97941
C 1.25610 -4.44067 -1.82305
O 2.09463 -4.54129 -0.67232
H 2.71853 -3.17135 -2.67616
H 1.60236 -3.69261 -3.85624
H 2.85024 -4.80458 -3.34811
H 0.71634 -5.37793 -1.97575
H 0.58608 -3.58283 -1.67394
H 1.65318 -4.71809 0.16337
C -2.87334 6.29750 6.46740
C -2.96460 4.77930 6.55501
C -3.44087 4.16671 5.24520
O -2.66562 4.60131 4.14494
C -3.01290 3.90348 2.98177
N -1.65094 4.22271 6.96227
H -3.82614 6.74694 6.17443
H -2.14043 6.58201 5.70814
H -2.57796 6.73508 7.41936
H -3.76382 4.54547 7.26706
H -4.48406 4.46248 5.03119
H -3.43751 3.07104 5.33858
H -2.96127 2.81328 3.12444
H -2.24128 4.09235 2.23174
H -4.00553 4.20294 2.63472
H -1.13036 4.20617 6.08741
H -1.79410 3.24131 7.19139
C 3.37728 4.79310 -6.11531
C 2.95936 3.65499 -5.18898
C 2.35388 4.23246 -3.92764
O 1.81099 3.28268 -3.01773
C 2.78705 2.40825 -2.49837
N 1.94671 2.84365 -5.91388
H 3.92565 4.38451 -6.96940
H 4.08956 5.49402 -5.67373
H 2.50341 5.30673 -6.51835
H 3.82787 3.00099 -5.09183
H 1.57556 4.95834 -4.17162
H 3.09794 4.84719 -3.38490
H 2.34188 1.76467 -1.74405
H 3.60641 2.98073 -2.04840
H 3.18663 1.77180 -3.29416
H 1.19021 2.59245 -5.27996
H 1.45772 3.36441 -6.63516
C -0.33212 0.59105 1.49352
C -0.79305 -0.33689 0.37739
C -0.11670 0.06711 -0.92598
O -0.54682 -0.78624 -1.94000
C 0.23018 -0.68433 -3.11106
N -0.53666 -1.76670 0.62257
H 0.71371 0.39885 1.75231
H -0.95131 0.51394 2.38263
H -0.37419 1.59015 1.05019
H -1.87093 -0.23681 0.20273
H 0.96854 0.00787 -0.73665
H -0.34024 1.12375 -1.13887
H 0.01850 -1.51777 -3.78072
H 1.30524 -0.69680 -2.89581
H -0.00123 0.23425 -3.66219
H 0.35649 -1.92503 1.10249
H -0.36921 -2.19922 -0.28319
C 3.18465 2.37660 1.48498
C 2.79311 2.50409 2.93799
C 1.53361 3.29740 3.12725
O 1.31626 3.62697 4.48970
C 2.01547 4.78732 4.87832
N 2.69320 1.09258 3.51182
H 3.33485 3.35434 1.01685
H 2.55627 1.68226 0.92994
H 4.20308 1.96662 1.41238
H 3.61202 2.90376 3.54704
H 0.68721 2.71329 2.74657
H 1.48346 4.21928 2.52853
H 2.18462 4.74175 5.94798
H 1.43568 5.69101 4.63595
H 2.93966 4.94243 4.30818
H 3.66388 0.96348 3.77827
H 2.13141 1.03022 4.37988
C 4.15663 -1.56435 0.28824
C 4.07258 -1.95198 1.77263
C 3.19309 -3.15807 2.03156
O 1.78267 -2.91706 2.01272
C 1.36695 -2.35970 3.26741
N 5.40416 -2.25446 2.33978
H 3.92190 -2.37606 -0.40718
H 5.16847 -1.26955 -0.00380
H 3.50760 -0.71013 0.07232
H 3.65170 -1.09647 2.30640
H 3.46398 -3.81668 2.86216
H 3.27153 -3.87535 1.20394
H 2.04399 -2.65725 4.07305
H 0.40119 -2.74778 3.59268
H 1.35740 -1.27941 3.12278
H 5.86730 -1.36309 2.45390
H 5.94527 -2.87981 1.76068
C -2.51006 -3.78844 -3.95640
C -3.93186 -3.96361 -3.44960
C -4.43347 -5.34335 -3.82422
O -5.78046 -5.47546 -3.44006
C -6.32540 -6.68769 -3.89387
N -4.07356 -3.62016 -2.02104
H -1.88567 -4.56129 -3.48591
H -2.11132 -2.83361 -3.62386
H -2.47956 -3.94335 -5.03125
H -4.56315 -3.23580 -3.97764
H -3.81553 -6.08778 -3.29494
H -4.34254 -5.47718 -4.90930
H -7.36941 -6.73886 -3.57627
H -5.80661 -7.56121 -3.48534
H -6.37738 -6.73411 -4.99031
H -3.57516 -4.33933 -1.49734
H -5.05833 -3.67998 -1.78198
C 0.76864 1.56550 8.08192
C 0.34799 0.52537 7.07246
C -0.82715 0.91046 6.19795
O -1.98093 1.18166 6.98919
C -2.65324 0.03076 7.48015
N 1.49065 0.07661 6.21463
H 0.98735 2.50788 7.57509
H 1.55999 1.28520 8.77030
H -0.14600 1.75234 8.65493
H -0.01216 -0.36420 7.61507
H -1.04754 0.11344 5.47377
H -0.64840 1.81883 5.62019
H -2.44990 -0.13402 8.54519
H -2.29577 -0.86695 6.96415
H -3.72084 0.13278 7.31078
H 1.38121 -0.91530 6.03762
H 2.33359 0.20039 6.76410
C 2.16521 -2.62459 -10.27426
C 1.58566 -1.28991 -9.86757
C 1.10573 -1.32995 -8.43363
O 0.63837 -0.07213 -8.07509
C 0.17490 -0.04221 -6.76868
N 2.59084 -0.20321 -10.03123
H 3.06629 -2.88589 -9.70600
H 2.37943 -2.72416 -11.33324
H 1.44707 -3.39397 -9.96394
H 0.77524 -1.06656 -10.56603
H 1.94705 -1.71410 -7.83194
H 0.29554 -2.07342 -8.33778
H 0.95470 -0.28283 -6.03816
H -0.61341 -0.80137 -6.62212
H -0.32479 0.89088 -6.52657
H 3.43518 -0.54971 -9.56539
H 2.31006 0.53704 -9.38432
O -0.75828 2.52488 -4.21056
H -0.21969 2.67771 -3.41820
H -1.52531 3.09934 -4.11329
O -4.09159 0.88348 3.71603
H -3.33485 1.38718 3.39612
H -3.91798 -0.01855 3.41710
O -3.27671 -0.62253 -2.49025
H -2.33300 -0.75464 -2.28516
H -3.66318 -1.50631 -2.38982
```

Values from the calculation:
- ΔE to the lowest compared entry with this formula, charge and spin (kJ/mol) = 0.0